1.
Density functional theory data (wB97M-V/def2-TZVPD) for 2 unconnected molecules or ions with the total composition CH9N2.

Each line ends with the Löwdin spin population.
Positions of all 12 atoms, in Å:
N: 2.020 -0.668 -0.339  0.07
H: 2.173 -0.997 -1.295  0.01
H: 2.346 -1.458 0.222  0.01
H: 0.230 0.296 -0.362  0.05
H: 2.775 0.005 -0.212  0.02
C: -1.687 -0.142 0.354  0.17
N: -0.574 0.792 0.038  0.24
H: -2.316 -0.246 -0.531  0.03
H: -1.264 -1.097 0.653  0.02
H: -2.254 0.240 1.187  0.04
H: -0.223 1.338 0.875  0.17
H: -0.852 1.543 -0.650  0.17

Values from the calculation:
Total energy, eV: -4160.2019
Orbital gap (alpha / beta), eV: 4.32 / 12.07
HOMO level (alpha / beta), eV: -3.21 / -11.37
ΔE to the lowest compared entry with this formula, charge and spin, eV: 0.0748
Multiplicity: 2



2.
Density functional theory data (wB97M-V/def2-TZVPD) for 2 unconnected molecules or ions with the total composition CH9N2 at a distorted geometry.

Each line ends with the natural charge from an NBO analysis.
Positions of all 12 atoms, in Å:
N: 1.337 -0.511 1.421  -1.13
H: 2.045 -1.223 1.310  0.39
H: 0.855 -0.594 2.316  0.39
H: 0.382 -0.677 -0.537  0.47
H: 1.809 0.387 1.547  0.38
C: -0.898 0.982 -0.727  -0.42
N: -0.545 -0.488 -0.938  -0.68
H: -0.625 1.671 -1.515  0.25
H: -1.987 0.933 -0.705  0.22
H: -0.599 1.239 0.280  0.24
H: -0.493 -0.676 -1.939  0.44
H: -1.282 -1.044 -0.515  0.44

Values from the calculation:
Charge: +1
Total energy, eV: -4156.7909
Orbital gap, eV: 11.55
HOMO level, eV: -15.11
ΔE to the lowest compared entry with this formula, charge and spin, eV: 0.4676



3.
Density functional theory data (wB97M-V/def2-TZVPD) for 3 unconnected molecules or ions with the total composition CH9N2O2 at a distorted geometry.

Each line ends with the Löwdin spin population.
Positions of all 14 atoms, in Å:
N: 0.112 0.445 1.361  0.16
C: -0.177 1.378 0.397  0.49
N: -1.028 1.162 -0.555  0.20
H: -0.371 -0.384 1.565  0.01
H: 0.775 0.474 2.129  0.01
H: 0.640 2.112 0.495  0.04
H: -1.051 1.826 -1.319  0.01
H: -1.435 0.342 -0.758  0.02
H: -2.028 -1.830 -1.122  0.01
H: -0.854 -2.126 0.165  0.01
O: -1.462 -1.450 -0.299  0.03
H: 1.766 -1.137 -0.798  0.00
H: 3.003 -0.473 -0.548  0.00
O: 2.110 -0.338 -0.713  0.02

Values from the calculation:
Total energy, eV: -8254.3886
Orbital gap (alpha / beta), eV: 4.04 / 9.00
HOMO level (alpha / beta), eV: -3.46 / -8.66
ΔE to the lowest compared entry with this formula, charge and spin, eV: 1.9027
Multiplicity: 2



4.
Density functional theory data (wB97M-V/def2-TZVPD) for 3 unconnected molecules or ions with the total composition CH9N2O2 at a distorted geometry.

Each line ends with the natural charge from an NBO analysis.
Positions of all 14 atoms, in Å:
N: 0.047 -0.357 0.790  -0.67
C: 1.038 -1.178 0.711  0.40
N: 1.103 -2.267 -0.049  -0.77
H: -0.775 -0.421 0.161  0.45
H: 0.149 0.517 1.284  0.45
H: 1.751 -1.145 1.536  0.23
H: 2.007 -2.529 -0.417  0.44
H: 0.310 -2.798 -0.375  0.43
H: -2.466 -0.609 -1.519  0.49
H: -2.682 0.781 -0.985  0.50
O: -2.034 0.056 -0.995  -0.96
H: 1.208 3.546 -0.293  0.48
H: -0.212 3.486 0.098  0.47
O: 0.555 2.919 0.054  -0.96

Values from the calculation:
Charge: +1
Total energy, eV: -8252.0574
Orbital gap, eV: 11.24
HOMO level, eV: -14.96
ΔE to the lowest compared entry with this formula, charge and spin, eV: 1.0083



5.
Density functional theory data (wB97M-V/def2-TZVPD) for a molecular structure, CH9N4O at a distorted geometry.

Each line ends with the natural charge from an NBO analysis.
Positions of all 15 atoms, in Å:
C: 0.731 0.512 1.327  0.89
N: 1.413 -0.004 2.290  -0.81
N: 0.407 -0.104 -1.403  -0.61
N: 1.073 -0.752 -0.329  -0.64
N: -2.118 -0.031 -0.798  -0.99
O: -0.015 1.370 1.037  -0.52
H: 1.396 0.421 3.213  0.44
H: 1.943 -0.851 2.153  0.45
H: 0.728 0.856 -1.592  0.38
H: 0.525 -0.666 -2.253  0.41
H: 2.084 -0.637 -0.419  0.34
H: -2.467 -0.963 -0.591  0.41
H: -2.220 0.551 0.030  0.42
H: -2.674 0.371 -1.548  0.41
H: -0.807 -0.073 -1.117  0.43

Values from the calculation:
Charge: +1
Total energy, eV: -9182.9455
Orbital gap, eV: 10.32
HOMO level, eV: -13.37
ΔE to the lowest compared entry with this formula, charge and spin, eV: 1.1559



6.
Density functional theory data (wB97M-V/def2-TZVPD) for a molecular structure, CH9N5 at a distorted geometry.

Each line ends with the natural charge from an NBO analysis.
Positions of all 15 atoms, in Å:
C: -0.513 0.574 0.043  0.26
N: -1.353 -0.349 0.052  -0.27
N: 1.583 -1.208 -0.656  -0.64
N: 1.137 0.025 -0.627  -0.07
N: -2.757 -0.344 0.359  -0.53
N: 2.101 0.889 0.165  -0.56
H: -0.605 1.681 0.053  0.23
H: 1.725 -1.569 -1.676  0.43
H: 1.493 -1.972 -0.001  0.41
H: -3.129 0.298 1.021  0.44
H: -3.236 -1.176 0.709  0.48
H: -3.249 -0.125 -0.542  0.47
H: 1.553 1.406 0.858  0.42
H: 2.688 0.333 0.745  0.45
H: 2.561 1.537 -0.505  0.47

Values from the calculation:
Charge: +2
Total energy, eV: -8610.3935
Orbital gap, eV: 9.95
HOMO level, eV: -18.39
ΔE to the lowest compared entry with this formula, charge and spin, eV: 7.2229



7.
Density functional theory data (wB97M-V/def2-TZVPD) for 4 unconnected molecules or ions with the total composition CH9NO2 at a distorted geometry.

Each line ends with the natural charge from an NBO analysis.
Positions of all 13 atoms, in Å:
C: 0.343 0.924 -0.849  -0.56
N: -0.967 1.417 -1.026  -0.22
H: 1.148 1.483 -0.381  0.23
H: 0.782 0.511 -1.769  0.32
H: 0.195 0.004 -0.229  0.35
H: -0.597 -2.246 -0.622  0.01
H: -1.015 0.623 0.823  0.42
H: -0.825 2.439 -1.052  0.34
H: -0.021 -0.391 1.479  0.49
O: -0.850 0.124 1.612  -0.95
H: 1.957 -1.654 1.329  0.45
H: -1.180 -1.821 -0.464  -0.01
O: 1.031 -1.413 1.148  -0.88

Values from the calculation:
Total energy, eV: -6759.7095
Orbital gap, eV: 4.61
HOMO level, eV: -9.42
ΔE to the lowest compared entry with this formula, charge and spin, eV: 8.1762



8.
Density functional theory data (wB97M-V/def2-TZVPD) for 4 unconnected molecules or ions with the total composition CH9NO4 at a distorted geometry.

Each line ends with the natural charge from an NBO analysis.
Positions of all 15 atoms, in Å:
N: -0.397 0.884 -2.381  -0.81
C: 0.646 1.633 -1.968  0.53
O: 1.076 1.723 -0.838  -0.64
H: -0.790 1.097 -3.257  0.40
H: -0.763 0.155 -1.801  0.41
H: 1.070 2.287 -2.742  0.11
O: 0.982 0.752 2.178  -0.95
H: 1.772 0.326 1.817  0.47
H: 0.618 1.064 1.336  0.49
O: -0.499 -2.345 -0.289  -0.96
H: 0.021 -1.560 -0.111  0.46
H: -0.603 -2.839 0.529  0.49
O: -1.054 -1.451 2.585  -0.97
H: -1.767 -0.890 2.274  0.47
H: -0.311 -0.835 2.668  0.49

Values from the calculation:
SMILES: NC=O.O.O.O
Total energy, eV: -10863.5286
Orbital gap, eV: 11.33
HOMO level, eV: -10.78
ΔE to the lowest compared entry with this formula, charge and spin, eV: 0.6593



9.
Density functional theory data (wB97M-V/def2-TZVPD) for a single CH9NOSi2 molecule at a distorted geometry.

Each line ends with the natural charge from an NBO analysis.
Positions of all 14 atoms, in Å:
C: 2.406 0.880 0.220  -0.24
O: 2.072 -0.475 -0.191  -0.88
Si: 0.465 -1.154 -0.033  1.55
N: -1.313 -0.870 -0.626  -1.48
Si: -2.392 0.273 0.074  1.11
H: 3.249 0.815 0.781  0.19
H: 1.441 1.417 0.574  0.18
H: 2.679 1.498 -0.759  0.17
H: -0.100 -0.858 1.399  -0.21
H: 0.599 -2.407 -0.654  -0.21
H: -1.426 -1.191 -1.561  0.40
H: -1.572 1.605 0.154  -0.22
H: -3.431 0.587 -0.841  -0.18
H: -2.678 -0.120 1.463  -0.18

Values from the calculation:
SMILES: CO[SiH2]N[SiH3]
Total energy, eV: -20475.5052
Orbital gap, eV: 10.30
HOMO level, eV: -9.58
ΔE to the lowest compared entry with this formula, charge and spin, eV: 1.6303



10.
Density functional theory data (wB97M-V/def2-TZVPD) for 5 unconnected molecules or ions with the total composition CH9O6 at a distorted geometry.

Each line ends with the natural charge from an NBO analysis.
Positions of all 16 atoms, in Å:
O: -1.346 1.135 0.096  -0.83
C: -0.750 1.155 1.203  0.64
O: 0.450 0.898 1.387  -0.78
H: -1.391 1.350 2.118  0.03
H: 2.390 -1.451 -0.073  0.49
H: 2.921 -1.189 -1.456  0.45
O: 3.268 -1.367 -0.567  -0.99
H: -0.170 1.631 -1.318  0.50
H: -0.357 3.088 -1.052  0.46
O: 0.146 2.510 -1.637  -0.98
H: -2.350 -2.213 0.313  0.46
H: -2.465 -0.795 -0.121  0.50
O: -2.736 -1.688 -0.401  -0.97
H: 1.206 -0.637 1.000  0.51
H: 0.339 -0.952 -0.070  0.48
O: 0.845 -1.473 0.579  -0.98

Values from the calculation:
Charge: -1
Total energy, eV: -13470.4372
Orbital gap, eV: 9.66
HOMO level, eV: -5.86
ΔE to the lowest compared entry with this formula, charge and spin, eV: 0.7882